DFT (the ωB97M-V functional and the def2-TZVPD basis) results for the molecule C21H21FN4O2S at a distorted geometry.

Atoms and positions in Å:
C 3.229 0.770 2.086
O 3.578 1.765 1.155
C 2.586 2.348 0.424
C 2.990 3.343 -0.468
C 2.057 3.983 -1.257
C 0.717 3.645 -1.185
C 0.302 2.652 -0.301
C -1.087 2.221 -0.215
C -2.154 2.714 -0.907
S -3.594 1.832 -0.555
C -2.629 0.819 0.514
N -3.194 -0.181 1.251
C -4.173 -1.041 0.609
C -3.456 -2.297 0.053
N -2.050 -2.008 -0.169
C -1.784 -1.298 -1.318
O -2.652 -1.010 -2.118
N -0.481 -0.916 -1.563
C 0.739 -1.477 -1.203
C 0.855 -2.799 -0.773
C 2.090 -3.314 -0.427
C 3.209 -2.507 -0.526
F 4.414 -3.009 -0.175
C 3.126 -1.204 -0.983
C 1.889 -0.695 -1.327
C -1.339 -1.772 1.075
C -2.242 -0.953 2.027
N -1.390 1.157 0.591
C 1.244 2.012 0.506
H 2.762 -0.092 1.598
H 4.165 0.458 2.547
H 2.557 1.160 2.857
H 4.038 3.594 -0.521
H 2.378 4.753 -1.943
H 0.000 4.148 -1.815
H -2.195 3.526 -1.603
H -4.649 -0.488 -0.201
H -4.932 -1.323 1.343
H -3.512 -3.129 0.758
H -3.902 -2.595 -0.896
H -0.430 -0.195 -2.272
H -0.022 -3.423 -0.725
H 2.192 -4.334 -0.093
H 4.016 -0.601 -1.063
H 1.806 0.320 -1.685
H -1.070 -2.731 1.530
H -0.434 -1.207 0.870
H -1.639 -0.267 2.620
H -2.815 -1.601 2.693
H 0.889 1.250 1.180

- LUMO energy (eV) = 0.64
- ΔE to the lowest compared entry with this formula, charge and spin (kcal/mol) = 0.00
- SMILES = COc1cccc(-c2csc(N3CCN(C(=O)Nc4ccc(F)cc4)CC3)n2)c1
- total charge = 0
- HOMO level (eV) = -7.7
- Kohn-Sham gap (eV) = 8.36

Here are the Löwdin charges for atoms 1 to 5, given in e:
1. C -0.0828
2. O -0.0845
3. C -0.2785
4. C -0.0106
5. C -0.0772

=====

DFT (the ωB97M-V functional and the def2-TZVPD basis) results for the molecule C21H21FN4O4S at a distorted geometry.

Atoms and positions in Å:
O 2.397 1.873 2.874
C 1.433 1.157 3.092
C 1.540 0.068 4.145
C 2.504 -1.004 3.593
C 2.028 -1.536 2.273
N 1.357 -2.626 2.230
C 0.925 -3.081 1.007
C 0.207 -4.280 0.951
C -0.242 -4.757 -0.258
C 0.010 -4.058 -1.438
C 0.712 -2.876 -1.402
C 1.176 -2.377 -0.185
C 1.878 -1.104 -0.115
O 2.084 -0.336 -1.035
N 2.326 -0.794 1.163
N 0.300 1.264 2.351
C -0.861 0.400 2.473
C -2.130 1.092 1.954
N -1.961 1.677 0.640
S -1.916 0.467 -0.552
O -0.862 -0.480 -0.310
O -3.248 -0.051 -0.614
C -1.561 1.388 -2.045
C -2.565 2.173 -2.580
C -2.324 2.879 -3.748
C -1.089 2.789 -4.370
C -0.107 1.988 -3.810
F 1.083 1.907 -4.424
C -0.319 1.274 -2.641
C -0.868 2.625 0.650
C 0.438 1.976 1.084
H 1.987 0.504 5.039
H 0.595 -0.396 4.405
H 3.492 -0.556 3.470
H 2.564 -1.832 4.298
H 0.020 -4.809 1.873
H -0.799 -5.683 -0.296
H -0.352 -4.446 -2.378
H 0.916 -2.312 -2.299
H 2.836 0.078 1.266
H -1.030 0.154 3.521
H -0.707 -0.524 1.905
H -2.936 0.361 1.879
H -2.432 1.894 2.635
H -3.518 2.207 -2.077
H -3.098 3.496 -4.178
H -0.880 3.326 -5.282
H 0.455 0.651 -2.215
H -0.759 3.041 -0.353
H -1.147 3.432 1.336
H 1.218 2.728 1.218
H 0.750 1.272 0.306

- LUMO energy (eV) = 0.36
- ΔE to the lowest compared entry with this formula, charge and spin (kcal/mol) = 0.00
- SMILES = O=C(CCc1nc2ccccc2c(=O)[nH]1)N1CCN(S(=O)(=O)c2cccc(F)c2)CC1
- total charge = 0
- HOMO level (eV) = -8.6
- Kohn-Sham gap (eV) = 8.95

Here are the Löwdin charges for atoms 1 to 5, given in e:
1. O 0.0471
2. C -0.4796
3. C -0.0732
4. C -0.0886
5. C -0.3188

=====

DFT (the ωB97M-V functional and the def2-TZVPD basis) results for C21H21IrN7O2S3 as an isolated structure at a distorted geometry.

Atoms and positions in Å:
Ir 0.285 -0.137 -0.076
C -2.161 -2.630 -4.337
S -2.901 -2.968 -2.717
C -2.115 -1.822 -1.676
S -1.075 -0.583 -2.294
N -2.403 -1.919 -0.413
N -1.734 -1.267 0.491
C -2.130 -1.207 1.720
C -1.284 -0.609 2.716
C -1.580 -0.729 4.081
C -0.694 -0.213 5.010
C 0.451 0.426 4.559
C 0.652 0.540 3.189
N -0.186 0.047 2.297
H -2.734 -3.190 -5.072
H -1.128 -2.972 -4.352
H -2.219 -1.567 -4.553
H -3.088 -1.629 2.016
H -2.476 -1.240 4.397
H -0.883 -0.302 6.068
H 1.180 0.829 5.240
H 1.532 1.039 2.818
N 2.005 -0.787 -1.889
C 3.202 -1.585 -1.590
C 2.907 -2.748 -0.659
C 2.397 -2.109 0.704
O 3.247 -1.766 1.491
O 1.153 -2.000 0.705
H 1.382 -1.328 -2.489
H 2.276 0.044 -2.410
H 3.958 -0.933 -1.144
H 3.631 -1.997 -2.515
H 3.809 -3.313 -0.443
H 2.115 -3.395 -1.034
N -0.217 4.172 0.333
C -1.569 3.977 0.167
C -2.656 4.833 0.255
C -3.905 4.282 0.038
C -4.070 2.926 -0.268
C -2.994 2.069 -0.363
C -1.727 2.603 -0.130
N -0.489 2.018 -0.124
C 0.387 2.978 0.159
C 1.792 2.690 0.298
C 2.858 3.553 0.367
S 4.318 2.693 0.597
C 3.421 1.232 0.596
N 2.144 1.373 0.417
H 0.227 5.046 0.571
H -2.526 5.878 0.485
H -4.774 4.918 0.101
H -5.066 2.546 -0.431
H -3.121 1.029 -0.619
H 2.850 4.619 0.265
H 3.883 0.281 0.790

- LUMO energy (alpha / beta) (eV) = -8.81 / -8.54
- multiplicity = 2
- ΔE to the lowest compared entry with this formula, charge and spin (kcal/mol) = 0.00
- total charge = +2
- HOMO level (alpha / beta) (eV) = -14.2 / -14.2
- Kohn-Sham gap (alpha / beta) (eV) = 5.35 / 5.64

Here are the Löwdin charges for atoms 1 to 5, given in e:
1. Ir 1.3625
2. C -0.3788
3. S 0.9672
4. C -1.0236
5. S 0.7204

=====

DFT (the ωB97M-V functional and the def2-TZVPD basis) results for the molecule C21H21N3O3.

Atoms and positions in Å:
C 1.692 2.763 -0.656
C 2.926 2.145 -0.067
C 3.788 2.902 0.711
C 4.950 2.362 1.236
C 5.266 1.041 0.980
C 4.419 0.261 0.214
C 3.252 0.803 -0.309
N 2.362 0.025 -1.068
C 2.635 -1.107 -1.757
O 3.729 -1.611 -1.890
C 1.386 -1.727 -2.413
N 0.188 -1.588 -1.623
C 0.120 -2.050 -0.332
C 0.813 -3.199 0.069
C 0.663 -3.710 1.338
C -0.177 -3.092 2.254
C -0.857 -1.950 1.885
C -0.723 -1.413 0.606
C -1.357 -0.120 0.265
O -0.838 0.688 -0.504
N -2.530 0.147 0.875
C -3.282 1.362 0.625
C -4.640 1.057 0.089
C -5.866 1.048 0.689
C -6.790 0.642 -0.305
C -6.056 0.429 -1.429
O -4.757 0.676 -1.201
H 1.616 3.806 -0.359
H 0.788 2.250 -0.328
H 1.726 2.719 -1.745
H 3.546 3.937 0.904
H 5.606 2.975 1.836
H 6.172 0.610 1.380
H 4.662 -0.768 0.009
H 1.409 0.371 -1.082
H 1.222 -1.238 -3.377
H 1.604 -2.780 -2.613
H -0.297 -0.710 -1.757
H 1.481 -3.685 -0.623
H 1.213 -4.595 1.624
H -0.284 -3.489 3.252
H -1.463 -1.439 2.620
H -2.972 -0.566 1.432
H -2.700 1.933 -0.105
H -3.378 1.938 1.551
H -6.086 1.307 1.705
H -7.848 0.527 -0.192
H -6.330 0.115 -2.416

- LUMO energy (eV) = 0.57
- ΔE to the lowest compared entry with this formula, charge and spin (kcal/mol) = 38.35
- SMILES = Cc1ccccc1NC(=O)CNc1ccccc1C(=O)NCc1ccco1
- total charge = 0
- HOMO level (eV) = -8.1
- Kohn-Sham gap (eV) = 8.69

Here are the Löwdin charges for atoms 1 to 5, given in e:
1. C -0.0390
2. C -0.2092
3. C -0.0562
4. C -0.0972
5. C -0.0861